# 1
Computed, not measured: 6 unconnected molecules or ions with the total composition C60H74NO24 in a non-equilibrium geometry, with ωB97M-V/def2-TZVPD.

Summary:
- charge = +1
- Kohn-Sham gap (eV) = 6.666
- HOMO energy (Eh) = -0.39988
- LUMO level (eV) = -4.2

Last column: Löwdin charge in e.
Positions of all 159 atoms, in Å:
C (8.350, -2.636, 1.719)  -0.11
C (7.085, -1.743, 1.667)  -0.27
C (6.012, -2.124, 2.716)  -0.20
C (4.615, -1.714, 2.165)  -0.20
C (3.658, -1.160, 3.254)  -0.18
C (2.267, -1.872, 3.282)  -0.20
C (1.063, -0.926, 3.110)  -0.21
C (-0.216, -1.577, 3.673)  -0.19
C (-1.303, -0.571, 4.140)  -0.19
C (-2.647, -0.821, 3.418)  -0.22
C (-3.645, 0.332, 3.507)  -0.21
C (-4.880, 0.034, 2.610)  -0.19
C (-4.898, 0.817, 1.282)  -0.20
C (-5.483, -0.014, 0.115)  -0.19
C (-4.831, 0.262, -1.265)  -0.20
C (-3.914, -0.892, -1.731)  -0.21
C (-2.745, -1.178, -0.773)  -0.20
C (-1.588, -1.940, -1.462)  -0.18
C (-0.722, -1.032, -2.374)  -0.14
C (0.621, -0.574, -1.768)  -0.16
O (1.674, -1.269, -2.476)  0.00
C (2.941, -1.071, -1.946)  -0.35
O (3.495, -1.960, -1.289)  0.16
C (3.611, 0.267, -2.220)  -0.03
C (4.672, 0.401, -3.124)  0.05
C (5.225, 1.613, -3.307)  -0.02
N (4.761, 2.681, -2.666)  0.21
C (3.750, 2.629, -1.800)  -0.28
O (3.382, 3.788, -1.273)  0.02
C (3.397, 3.813, 0.187)  -0.06
C (2.054, 3.308, 0.767)  -0.22
O (1.345, 4.322, 1.408)  -0.11
C (-0.047, 4.005, 1.430)  -0.23
C (-0.349, 2.567, 1.894)  -0.07
C (3.174, 1.411, -1.582)  0.09
H (8.403, -3.318, 0.865)  0.07
H (8.359, -3.249, 2.625)  0.07
H (9.273, -2.051, 1.706)  0.06
H (6.643, -1.775, 0.664)  0.09
H (7.401, -0.701, 1.810)  0.10
H (6.081, -3.207, 2.854)  0.11
H (6.233, -1.625, 3.662)  0.11
H (4.181, -2.536, 1.590)  0.10
H (4.809, -0.905, 1.448)  0.08
H (4.134, -1.176, 4.237)  0.10
H (3.447, -0.105, 3.023)  0.09
H (2.193, -2.400, 4.238)  0.11
H (2.289, -2.625, 2.488)  0.09
H (0.976, -0.708, 2.036)  0.10
H (1.296, -0.002, 3.656)  0.10
H (0.052, -2.254, 4.488)  0.10
H (-0.679, -2.180, 2.879)  0.10
H (-0.982, 0.475, 4.111)  0.09
H (-1.500, -0.800, 5.196)  0.10
H (-3.073, -1.703, 3.910)  0.12
H (-2.487, -1.068, 2.357)  0.09
H (-3.213, 1.318, 3.309)  0.10
H (-4.022, 0.369, 4.537)  0.09
H (-5.776, 0.261, 3.193)  0.11
H (-4.835, -1.030, 2.356)  0.10
H (-5.489, 1.734, 1.395)  0.11
H (-3.897, 1.152, 0.984)  0.09
H (-6.549, 0.235, 0.042)  0.11
H (-5.440, -1.090, 0.320)  0.10
H (-4.270, 1.208, -1.300)  0.10
H (-5.648, 0.363, -1.984)  0.08
H (-3.553, -0.625, -2.735)  0.10
H (-4.565, -1.763, -1.872)  0.12
H (-2.414, -0.269, -0.254)  0.11
H (-3.112, -1.855, 0.013)  0.11
H (-0.946, -2.354, -0.675)  0.10
H (-2.016, -2.734, -2.077)  0.11
H (-0.457, -1.641, -3.247)  0.12
H (-1.299, -0.180, -2.747)  0.11
H (0.637, -0.787, -0.690)  0.13
H (0.697, 0.510, -1.914)  0.11
H (5.010, -0.479, -3.654)  0.15
H (6.044, 1.658, -4.018)  0.13
H (5.213, 3.572, -2.857)  0.21
H (3.482, 4.866, 0.467)  0.14
H (4.254, 3.284, 0.611)  0.14
H (1.464, 2.944, -0.088)  0.11
H (2.294, 2.465, 1.434)  0.13
H (-0.499, 4.147, 0.439)  0.09
H (-0.583, 4.674, 2.106)  0.13
H (0.393, 2.254, 2.637)  0.07
H (-1.348, 2.445, 2.303)  0.06
H (-0.267, 1.849, 1.064)  0.07
H (2.344, 1.315, -0.903)  0.12
C (-7.188, 1.078, -7.198)  0.08
C (-6.482, 0.694, -6.130)  -0.23
C (-7.097, -0.114, -5.028)  -0.30
O (-6.396, -0.450, -4.090)  0.09
C (-8.508, -0.455, -5.130)  0.08
C (-9.219, -0.068, -6.198)  -0.23
C (-8.597, 0.717, -7.314)  -0.31
O (-9.286, 1.026, -8.267)  0.12
O (-10.511, -0.357, -6.329)  0.12
O (-5.191, 1.003, -5.981)  0.10
H (-6.755, 1.659, -8.000)  0.14
H (-8.944, -1.023, -4.321)  0.14
H (-10.786, 0.032, -7.182)  0.12
H (-4.923, 0.605, -5.130)  0.11
C (-4.072, -0.910, 9.885)  0.08
C (-3.933, -1.293, 8.611)  -0.24
C (-4.908, -0.875, 7.553)  -0.31
O (-4.717, -1.240, 6.406)  0.09
C (-6.043, -0.054, 7.948)  0.08
C (-6.186, 0.327, 9.224)  -0.24
C (-5.195, -0.068, 10.279)  -0.31
O (-5.366, 0.323, 11.417)  0.12
O (-7.209, 1.076, 9.628)  0.12
O (-2.922, -2.065, 8.207)  0.11
H (-3.374, -1.203, 10.657)  0.14
H (-6.748, 0.226, 7.179)  0.14
H (-7.078, 1.211, 10.587)  0.12
H (-3.054, -2.193, 7.248)  0.11
C (-0.294, 4.503, -3.323)  0.07
C (-0.265, 4.367, -4.654)  -0.24
C (-1.514, 4.121, -5.448)  -0.31
O (-1.426, 4.024, -6.656)  0.12
C (-2.775, 4.003, -4.725)  0.08
C (-2.803, 4.136, -3.393)  -0.23
C (-1.558, 4.409, -2.605)  -0.30
O (-1.641, 4.536, -1.396)  0.10
O (-3.933, 4.032, -2.694)  0.12
O (0.868, 4.443, -5.352)  0.11
H (0.600, 4.683, -2.740)  0.13
H (-3.666, 3.808, -5.305)  0.14
H (-3.687, 4.169, -1.759)  0.12
H (0.613, 4.315, -6.287)  0.12
C (0.031, -5.257, 0.222)  0.07
C (-1.062, -5.612, -0.463)  -0.24
C (-2.242, -6.247, 0.212)  -0.31
O (-3.215, -6.529, -0.460)  0.12
C (-2.161, -6.498, 1.646)  0.08
C (-1.065, -6.147, 2.330)  -0.24
C (0.103, -5.488, 1.661)  -0.32
O (1.064, -5.170, 2.335)  0.10
O (-0.949, -6.359, 3.641)  0.12
O (-1.170, -5.422, -1.777)  0.10
H (0.887, -4.796, -0.252)  0.13
H (-3.010, -6.972, 2.117)  0.14
H (-0.070, -6.015, 3.890)  0.12
H (-2.053, -5.762, -2.023)  0.12
C (11.107, 2.483, -3.347)  0.09
C (9.883, 1.952, -3.276)  -0.23
C (9.310, 1.138, -4.395)  -0.31
O (8.188, 0.663, -4.266)  0.06
C (10.108, 0.955, -5.591)  0.08
C (11.338, 1.488, -5.671)  -0.23
C (11.925, 2.281, -4.541)  -0.30
O (13.047, 2.726, -4.658)  0.14
O (12.098, 1.344, -6.747)  0.14
O (9.099, 2.114, -2.203)  0.10
H (11.530, 3.070, -2.545)  0.14
H (9.674, 0.381, -6.397)  0.14
H (12.931, 1.817, -6.554)  0.13
H (8.280, 1.626, -2.402)  0.10



# 2
Computed, not measured: a gas-phase ion, C3H2NO2S2 (charge -1) in a non-equilibrium geometry, with ωB97M-V/def2-TZVPD.

Summary:
- charge = -1
- Kohn-Sham gap (eV) = 6.571
- HOMO energy (Eh) = -0.12834
- LUMO level (eV) = 3.1

Last column: Löwdin charge in e.
Positions of all 10 atoms, in Å:
C (-0.626, 0.042, -0.003)  -0.21
C (0.331, -0.915, -0.034)  -0.44
C (-1.875, -0.579, -0.034)  -0.56
N (-1.900, -1.831, -0.025)  -0.28
O (-4.224, -0.003, -1.156)  -0.58
O (-4.108, 0.278, 1.297)  -0.59
S (-0.358, -2.493, 0.069)  0.89
S (-3.450, 0.581, -0.033)  0.64
H (-0.539, 1.069, 0.021)  0.07
H (1.436, -0.711, -0.075)  0.07



# 3
Computed, not measured: a molecular structure, C25H23BN3O5PtS3 in a non-equilibrium geometry, with ωB97M-V/def2-TZVPD.

Summary:
- charge = +1
- Kohn-Sham gap (spin up / spin down) (eV) = 5.014 / 5.016
- HOMO energy (spin up / spin down) (Eh) = -0.41000 / -0.41002
- LUMO level (spin up / spin down) (eV) = -6.1 / -6.1

Last column: Löwdin charge in e.
Positions of all 61 atoms, in Å:
Pt (-0.725, 0.558, 0.581)  1.19
C (4.534, 1.389, -0.175)  -0.05
C (4.037, 0.009, 0.227)  -0.21
N (3.351, 0.026, 1.528)  -0.09
C (4.211, 0.298, 2.698)  -0.18
C (4.068, 1.712, 3.245)  -0.06
C (2.060, -0.203, 1.718)  -0.60
S (1.093, -0.723, 0.310)  0.81
N (1.617, -0.131, 2.967)  0.13
C (0.348, -0.157, 3.330)  -0.38
O (-0.664, -0.200, 2.546)  -0.11
C (0.046, -0.140, 4.776)  -0.14
C (1.075, -0.153, 5.716)  -0.01
C (0.775, -0.140, 7.066)  -0.06
C (-0.550, -0.117, 7.484)  -0.05
C (-1.578, -0.100, 6.550)  -0.05
C (-1.284, -0.112, 5.198)  0.00
H (5.030, 1.320, -1.143)  0.09
H (5.254, 1.788, 0.539)  0.07
H (3.703, 2.090, -0.266)  0.08
H (4.870, -0.691, 0.304)  0.13
H (3.357, -0.369, -0.525)  0.06
H (5.235, 0.114, 2.375)  0.12
H (3.955, -0.426, 3.469)  0.12
H (4.315, 2.460, 2.493)  0.07
H (4.751, 1.838, 4.085)  0.09
H (3.052, 1.889, 3.594)  0.07
H (2.102, -0.170, 5.379)  0.11
H (1.573, -0.151, 7.796)  0.11
H (-0.782, -0.114, 8.541)  0.11
H (-2.609, -0.081, 6.877)  0.11
H (-2.074, -0.097, 4.461)  0.12
O (-2.838, 1.304, 0.763)  -0.37
S (-3.510, 0.039, 0.391)  0.69
O (-4.029, -0.785, 1.420)  -0.22
N (-2.247, -0.698, -0.428)  -0.25
C (-2.489, -0.775, -1.758)  -0.86
S (-1.333, -1.279, -2.827)  0.71
C (-3.859, -0.310, -2.105)  -0.22
C (-4.456, -0.289, -3.351)  0.00
C (-5.737, 0.239, -3.459)  -0.03
C (-6.408, 0.740, -2.347)  -0.04
C (-5.820, 0.717, -1.088)  -0.02
C (-4.552, 0.182, -1.004)  -0.23
H (-3.931, -0.677, -4.214)  0.11
H (-6.221, 0.266, -4.426)  0.12
H (-7.400, 1.156, -2.460)  0.12
H (-6.337, 1.099, -0.219)  0.13
O (0.035, 3.317, 1.560)  0.19
B (-0.185, 2.490, 0.495)  -0.66
O (-0.185, 3.127, -0.719)  0.18
C (0.036, 4.465, -0.390)  -0.18
C (0.115, 5.548, -1.229)  0.02
C (0.339, 6.780, -0.617)  -0.06
C (0.470, 6.894, 0.765)  -0.06
C (0.386, 5.782, 1.601)  0.02
C (0.167, 4.577, 0.982)  -0.18
H (0.008, 5.446, -2.300)  0.13
H (0.413, 7.668, -1.229)  0.11
H (0.636, 7.869, 1.201)  0.11
H (0.483, 5.862, 2.675)  0.13



# 4
Computed, not measured: a gas-phase ion, C5H12N3 (charge +1) in a non-equilibrium geometry, with ωB97M-V/def2-TZVPD.

Summary:
- charge = +1
- Kohn-Sham gap (eV) = 10.788
- HOMO energy (Eh) = -0.52228
- LUMO level (eV) = -3.4
- SMILES = CN[C@@H](C)/C=N\C=[NH2+]

Last column: Löwdin charge in e.
Positions of all 20 atoms, in Å:
C (0.522, 1.968, -0.724)  -0.04
N (0.199, 0.758, -0.039)  -0.08
C (0.870, -0.544, -0.272)  -0.28
C (1.659, -1.292, 0.814)  -0.03
C (-0.197, -1.582, -0.687)  0.01
N (-1.420, -1.179, -0.662)  0.14
C (-1.684, 0.096, -0.328)  -0.25
N (-2.165, 0.423, 0.889)  0.11
H (0.393, 1.859, -1.745)  0.08
H (-0.020, 2.691, -0.175)  0.10
H (1.556, 2.262, -0.733)  0.10
H (0.018, 0.776, 1.008)  0.17
H (1.463, -0.337, -1.083)  0.12
H (2.143, -2.175, 0.421)  0.09
H (1.070, -1.677, 1.619)  0.08
H (2.523, -0.769, 1.219)  0.09
H (0.120, -2.582, -0.935)  0.14
H (-1.772, 0.783, -1.149)  0.15
H (-2.212, -0.399, 1.550)  0.15
H (-3.065, 0.922, 1.015)  0.14



| no. | total energy (eV) |
| --- | --- |
| 1 | -114039.840 |
| 2 | -30399.067 |
| 3 | -77428.862 |
| 4 | -9841.838 |